Entry 1:
Computed, not measured: a structure of composition C43H33AsCl4O12PdS, with wB97M-V/def2-TZVPD.

Each line ends with the Löwdin spin population.
Positions of all 95 atoms, in Å:
Pd 0.9425 0.3862 -1.9582  1.54
O -3.1085 1.2908 -4.3797  0.01
As -2.5505 0.8065 -2.7798  0.01
O -3.5455 1.5004 -1.6736  0.00
O -0.9355 1.1996 -2.6683  0.10
C -2.8411 -1.1119 -2.7327  0.00
C -3.8582 -1.5434 -1.8901  0.00
C -4.2075 -2.8847 -1.8423  0.00
C -3.5580 -3.7986 -2.6585  0.00
C -2.5259 -3.3829 -3.4865  0.00
C -2.1459 -2.0473 -3.5113  0.00
S -0.6769 -1.6160 -4.4593  0.00
O -0.3662 -2.8098 -5.2145  0.01
O -1.0400 -0.4693 -5.2727  0.00
O 0.3272 -1.3135 -3.4204  0.04
H -2.4210 0.9321 -4.9802  0.00
H -4.3612 -0.8031 -1.2787  0.00
H -4.9863 -3.2158 -1.1662  0.00
H -3.8449 -4.8435 -2.6338  0.00
H -1.9919 -4.0751 -4.1241  0.00
Cl 5.7491 -3.9063 -1.5188  0.02
C 4.8313 -2.6211 -2.2228  0.10
C 4.4672 -2.6999 -3.6007  0.08
Cl 4.9388 -4.0873 -4.5198  0.02
C 3.7656 -1.6869 -4.2059  0.07
Cl 3.3334 -1.7535 -5.8644  0.01
C 3.3445 -0.5345 -3.4616  0.10
O 2.6815 0.4053 -3.9281  0.22
C 3.7393 -0.4449 -2.0244  0.11
O 3.4161 0.5869 -1.3973  0.24
C 4.4926 -1.5249 -1.4658  0.06
Cl 4.9183 -1.4153 0.2033  0.01
C -2.4540 0.1519 3.7388  0.00
C -2.4075 0.3261 2.2339  0.00
C -3.7996 0.5722 1.6588  0.00
O -1.8169 -0.8047 1.6157  0.00
C -0.8412 -0.4105 0.6451  0.00
C -1.0006 1.1523 0.6586  0.00
O -1.5371 1.3979 1.9567  0.00
C 0.0425 2.2917 0.3475  0.06
O 0.8625 2.0820 -0.7350  0.81
C -0.8374 3.5446 -0.0017  0.05
C -0.9279 3.9788 -1.3214  0.01
C -1.7433 5.0540 -1.6459  0.00
C -2.4733 5.6988 -0.6608  0.00
C -2.3720 5.2730 0.6572  0.00
C -1.5508 4.2071 0.9906  0.01
C 0.9993 2.7811 1.4764  0.05
C 1.9460 3.7407 1.0985  0.00
C 2.7879 4.3181 2.0308  0.00
C 2.7060 3.9442 3.3682  0.00
C 1.7895 2.9774 3.7426  0.00
C 0.9393 2.3951 2.8061  0.01
C 0.5485 -1.0573 0.8709  0.02
O 1.4130 -0.4993 -0.0589  0.22
C 1.0835 -0.7789 2.2776  0.01
C 2.2442 -0.0299 2.4205  0.00
C 2.7958 0.1866 3.6793  0.00
C 2.1882 -0.3410 4.8089  0.00
C 1.0314 -1.1031 4.6719  0.00
C 0.4879 -1.3280 3.4147  0.00
C 0.5792 -2.6002 0.6354  0.00
C 1.4134 -3.4336 1.3845  0.00
C 1.7079 -4.7243 0.9641  0.00
C 1.1971 -5.2121 -0.2280  0.00
C 0.3569 -4.4010 -0.9769  0.00
C 0.0427 -3.1250 -0.5345  0.00
H -3.1248 -0.6692 3.9985  0.00
H -2.8258 1.0778 4.1833  0.00
H -1.4574 -0.0548 4.1265  0.00
H -4.4155 -0.3193 1.7994  0.00
H -3.7510 0.8120 0.5920  0.00
H -4.2557 1.4168 2.1832  0.00
H -1.1823 -0.7796 -0.3202  0.00
H -1.7892 1.3303 -0.0774  0.00
H -0.3873 3.4500 -2.0925  0.00
H -1.8188 5.3729 -2.6784  0.00
H -3.1262 6.5255 -0.9166  0.00
H -2.9415 5.7697 1.4342  0.00
H -1.4674 3.8843 2.0190  0.00
H 2.0132 4.0238 0.0561  0.00
H 3.5083 5.0642 1.7158  0.00
H 3.3552 4.4003 4.1068  0.00
H 1.7303 2.6530 4.7753  0.00
H 0.2354 1.6453 3.1280  0.00
H 2.7051 0.3619 1.5200  0.00
H 3.7046 0.7723 3.7735  0.00
H 2.6121 -0.1665 5.7921  0.00
H 0.5578 -1.5317 5.5493  0.00
H -0.3989 -1.9383 3.3051  0.00
H 1.8768 -3.0749 2.2930  0.00
H 2.3796 -5.3355 1.5587  0.00
H 1.4808 -6.1943 -0.5886  0.00
H -0.0204 -4.7341 -1.9356  0.00
H -0.5807 -2.5052 -1.1537  0.00

2S+1: 5
Charge: -2
Total energy: -7163.88014 a.u.
Expectation value of S²: 6.03
Energy relative to the best compared isomer or geometry (same formula, charge and spin): 0.817 eV

Entry 2:
Computed, not measured: a cluster of 7 separate species, C14H29Cl8NO4 in total at a distorted geometry, with wB97M-V/def2-TZVPD.

Each line ends with the natural charge from an NBO analysis.
Positions of all 56 atoms, in Å:
N 2.6405 -2.1714 -2.4627  -0.50
C 1.5558 -1.4451 -2.8768  -0.09
C 1.8450 -0.1351 -2.5838  -0.31
C 3.0580 -0.0465 -1.9111  -0.30
C 3.5374 -1.3529 -1.7969  -0.08
H 2.6724 -3.1739 -2.4209  0.41
H 0.6445 -1.8186 -3.3115  0.21
H 1.1709 0.6992 -2.7120  0.22
H 3.4381 0.8638 -1.4795  0.22
H 4.3433 -1.7898 -1.2329  0.22
C -0.3749 4.2394 0.0517  -0.23
Cl 0.8493 3.9315 1.2742  0.07
Cl 0.2871 4.1120 -1.5842  0.05
Cl -1.7423 3.1124 0.2114  0.04
Cl -1.0212 5.8411 0.2083  0.07
C 2.5075 -1.3994 5.6394  -0.21
Cl 2.1074 -3.1153 5.7541  0.06
Cl 4.2803 -1.2291 5.5517  0.05
Cl 1.7714 -0.6767 4.1969  0.06
Cl 1.9178 -0.4710 7.0490  0.04
C 5.5505 1.5490 2.2210  -0.62
C 4.3367 1.7706 1.3191  -0.06
O 3.5718 0.5571 1.4163  -0.75
H 6.2514 2.3660 2.0186  0.20
H 6.0187 0.6110 1.9255  0.21
H 5.3855 1.5949 3.2956  0.21
H 4.6308 1.8123 0.2688  0.16
H 3.8579 2.6884 1.6681  0.16
H 2.7040 0.7381 1.0165  0.49
C -0.7634 -0.9330 0.0821  -0.64
C 0.5360 -0.6689 0.8289  -0.07
O 0.7439 0.7350 0.8455  -0.75
H -1.0692 -1.9792 0.0802  0.21
H -0.6193 -0.7207 -0.9817  0.21
H -1.5374 -0.2412 0.4138  0.22
H 1.4959 -1.0428 0.4655  0.20
H 0.4681 -1.0844 1.8418  0.16
H 0.0195 1.1578 1.3190  0.47
C -3.9425 -2.5302 -0.2578  -0.62
C -5.2173 -1.8001 0.1876  -0.07
O -4.7196 -0.7464 1.0038  -0.74
H -4.2015 -3.4411 -0.8213  0.20
H -3.4769 -3.0035 0.6071  0.21
H -3.2975 -1.9199 -0.8782  0.21
H -5.8408 -2.4470 0.8094  0.17
H -5.7194 -1.4649 -0.7215  0.16
H -4.9899 0.0898 0.6017  0.49
C -3.1762 0.1042 -3.2631  -0.65
C -4.5637 0.4632 -2.8216  -0.07
O -4.6389 1.1839 -1.5679  -0.74
H -2.6059 0.9448 -3.6681  0.21
H -3.1167 -0.5161 -4.1679  0.22
H -2.6225 -0.5361 -2.5767  0.22
H -5.1205 -0.4591 -2.6618  0.17
H -5.0070 1.1021 -3.5861  0.17
H -4.8131 2.0920 -1.8265  0.47

Total energy: -4587.97284 a.u.
SMILES: ClC(Cl)(Cl)Cl.ClC(Cl)(Cl)Cl.c1cc[nH]c1.CCO.CCO.CCO.CCO
Energy relative to the best compared isomer or geometry (same formula, charge and spin): 0.000 eV

Entry 3:
Computed, not measured: an isolated molecule of C10H15NO3 at a distorted geometry, with wB97M-V/def2-TZVPD.

Each line ends with the natural charge from an NBO analysis.
Positions of all 29 atoms, in Å:
C -1.1218 0.6364 -1.2243  -0.38
C -2.5485 0.2623 -1.6550  -0.45
C -1.9667 -1.1262 0.2101  -0.08
C 1.1855 2.3406 0.2779  -0.11
C -0.6110 -0.4657 -0.3005  -0.22
C -2.8985 -0.7853 -0.7132  0.03
C 0.5289 1.3014 1.1299  0.05
C 0.4707 -0.2136 0.8010  -0.07
C 0.1576 -0.8385 2.1184  -0.60
C 1.8530 -0.6919 0.2862  -0.62
N -4.2261 -1.3074 -0.5322  0.52
O -5.0489 -0.8233 -1.2485  -0.37
O -4.4149 -2.2059 0.2770  -0.40
O 1.7736 1.8915 1.4475  -0.49
H -0.4560 0.8115 -2.0453  0.22
H -1.1855 1.4523 -0.5393  0.20
H -3.1635 1.1677 -1.6433  0.24
H -2.4984 -0.0408 -2.7066  0.22
H -2.0777 -1.7472 1.0268  0.23
H -0.3187 1.7976 1.5667  0.19
H 1.6441 2.1814 -0.7564  0.19
H 0.7147 3.3190 0.4124  0.17
H -0.2386 -1.3228 -0.8636  0.21
H 0.4049 -1.9734 2.1522  0.21
H -0.8552 -0.6439 2.2362  0.21
H 0.8063 -0.3136 2.8148  0.22
H 2.0087 -1.7104 0.4930  0.21
H 2.3996 -0.0110 0.9311  0.24
H 2.0381 -0.4585 -0.8168  0.21

Total energy: -670.30743 a.u.
SMILES: CC(C)([C@@H]1CO1)[C@H]1C=C([N+](=O)[O-])CC1
Energy relative to the best compared isomer or geometry (same formula, charge and spin): 5.937 eV

Entry 4:
Computed, not measured: a cluster of 2 separate species, C6H5NO in total at a distorted geometry, with wB97M-V/def2-TZVPD.

Each line ends with the natural charge from an NBO analysis.
Positions of all 13 atoms, in Å:
C -0.8540 0.1406 3.3080  0.15
C -0.6313 1.1040 -0.5526  0.53
C 0.7247 0.6571 -1.4513  -0.43
C -0.0996 -1.3938 -0.3615  -0.44
C 1.0554 -0.4333 -0.4261  -0.26
C -0.2605 0.0065 0.2445  0.08
N -1.2411 0.4478 4.3524  -0.52
O -1.3795 2.0184 -0.5875  -0.43
H 0.3377 0.1527 -2.3683  0.24
H 1.4059 1.5204 -1.5170  0.27
H -0.7330 -1.6286 -1.3485  0.24
H -0.1777 -2.2963 0.4073  0.30
H 1.8531 -0.2954 0.3006  0.27

Total energy: -361.32399 a.u.
Energy relative to the best compared isomer or geometry (same formula, charge and spin): 7.081 eV

Entry 5:
Computed, not measured: a structure of composition C30H19F6MnN7O6S3Se, with wB97M-V/def2-TZVPD.

Each line ends with the Löwdin spin population.
Positions of all 73 atoms, in Å:
Mn 0.0267 -0.6244 -0.0311  1.98
Se 4.1932 0.2670 6.1521  0.00
N 2.6375 -0.5207 5.8305  0.00
C 2.4094 -0.4086 4.5488  0.00
C 1.2002 -0.9068 3.9039  0.00
C 0.0980 -1.4255 4.5864  0.01
C -1.0373 -1.7669 3.8771  0.00
C -1.0550 -1.6113 2.4989  0.01
N 0.0092 -1.1492 1.8381  -0.04
C 1.1057 -0.7654 2.5291  0.00
C 2.1034 -0.0447 1.7662  0.00
N 1.7773 0.1798 0.4800  -0.02
C 2.5342 0.9927 -0.2555  0.00
C 3.6823 1.5788 0.2624  0.00
C 4.0404 1.3290 1.5735  0.01
C 3.2304 0.5050 2.3575  0.00
C 3.4161 0.2783 3.7849  0.00
N 4.4488 0.7143 4.4561  0.00
H 0.1387 -1.5158 5.6643  0.00
H -1.9212 -2.1354 4.3769  0.00
H -1.9302 -1.8558 1.9134  0.00
H 2.2081 1.1873 -1.2698  0.00
H 4.2661 2.2405 -0.3606  0.00
H 4.9141 1.7891 2.0166  0.00
F -3.7903 2.6626 -0.2746  0.00
C -2.5424 2.9041 -0.6072  0.00
F -2.2560 2.3759 -1.7836  0.00
F -2.3151 4.1953 -0.6261  0.00
S -1.4433 2.0992 0.7178  0.01
O -0.6534 1.0764 -0.1212  0.06
O -2.2103 1.4589 1.7338  0.00
N -0.5102 3.2702 1.0651  0.01
S 0.4047 3.2445 2.3817  0.00
O 1.5812 4.0096 2.1512  0.00
O 0.5279 1.9026 2.9014  0.00
C -0.6268 4.1707 3.6465  0.00
F 0.1510 5.0284 4.2795  0.00
F -1.6195 4.8142 3.0524  0.00
F -1.1273 3.2997 4.5143  0.00
C -6.6728 -4.8768 2.3871  0.00
C -5.7636 -3.9838 1.5967  0.00
C -4.4126 -4.2888 1.4468  0.00
C -3.5728 -3.4853 0.6912  0.00
C -4.0923 -2.3513 0.0789  0.01
C -5.4379 -2.0171 0.2225  0.00
C -6.2576 -2.8360 0.9745  0.00
S -3.1813 -1.2004 -0.8907  0.02
O -3.1909 0.0560 -0.2215  0.00
O -3.5332 -1.2831 -2.2707  0.01
N -1.5313 -1.7401 -0.7783  0.29
C -1.1810 -2.8736 -1.3970  0.08
C -2.0145 -3.7934 -2.0975  0.17
C -1.4897 -4.9579 -2.6342  0.00
C -0.1506 -5.2724 -2.5095  0.24
C 0.7369 -4.3948 -1.8225  0.02
C 2.1090 -4.6599 -1.6620  0.03
C 2.8916 -3.7535 -0.9914  -0.01
C 2.3096 -2.5879 -0.4972  0.02
N 1.0148 -2.3121 -0.6402  0.00
C 0.2286 -3.2088 -1.2878  0.07
H -6.1250 -5.4357 3.1437  0.00
H -7.1548 -5.5985 1.7244  0.00
H -7.4605 -4.3054 2.8751  0.00
H -4.0098 -5.1705 1.9296  0.00
H -2.5302 -3.7572 0.5967  0.00
H -5.8354 -1.1239 -0.2426  0.00
H -7.3028 -2.5772 1.0851  0.00
H -3.0638 -3.5887 -2.2293  0.00
H -2.1512 -5.6299 -3.1631  0.00
H 0.2424 -6.1864 -2.9359  0.01
H 2.5315 -5.5715 -2.0658  0.00
H 3.9495 -3.9165 -0.8453  0.00
H 2.9156 -1.8615 0.0218  0.00

2S+1: 4
Charge: +2
Total energy: -7335.00279 a.u.
Expectation value of S²: 3.84
Energy relative to the best compared isomer or geometry (same formula, charge and spin): 1.847 eV

Entry 6:
Computed, not measured: the ion C10H12BrN2O with charge +1 at a distorted geometry, with wB97M-V/def2-TZVPD.

Each line ends with the natural charge from an NBO analysis.
Positions of all 26 atoms, in Å:
C 1.2453 0.5762 -0.7174  0.13
C -1.2423 -2.0993 1.2087  0.15
C 0.4740 -0.4323 -0.1591  -0.30
C -1.1581 -0.8477 1.6655  -0.27
C -0.2060 -0.0337 1.0276  0.35
C 0.3369 -1.7494 -0.7860  0.70
C 1.2070 1.7414 0.2323  -0.16
C -0.4840 3.0252 -1.2686  -0.64
C -0.5140 -4.0971 -0.1851  -0.38
C 0.8886 3.1316 -0.5492  -0.36
N -0.4738 -2.5861 0.1595  -0.40
N 0.2506 1.5430 1.2358  -0.54
O 0.7187 -2.1382 -1.8165  -0.48
Br -2.1400 -0.3314 3.2246  0.15
H 1.7582 0.5063 -1.6001  0.25
H -1.9763 -2.8547 1.6033  0.26
H 2.1546 2.0475 0.7183  0.28
H -0.4614 2.2296 -2.0298  0.20
H -0.6998 3.8452 -1.9640  0.25
H -1.1338 2.6957 -0.3947  0.23
H 0.3922 -4.5030 0.0207  0.22
H -1.2207 -4.4749 0.4968  0.21
H -0.7310 -4.3771 -1.2113  0.25
H 0.9749 3.9280 0.1678  0.22
H 1.6752 3.3931 -1.2911  0.22
H 0.3651 1.8621 2.2122  0.44

Charge: +1
Total energy: -3146.68403 a.u.
SMILES: CC[C@@H]1C=c2c(c(Br)cn(C)c2=O)=[NH+]1
Energy relative to the best compared isomer or geometry (same formula, charge and spin): 1.444 eV